Version one
ORCA calculation (the ωB97M-V functional and the def2-TZVPD basis) on 3 unconnected molecules or ions with the total composition C4H11NO2S.

HOMO	-7.85	eV
LUMO	-4.5	eV

Structure (XYZ):
```
19
C4H11NO2S (the ωB97M-V functional and the def2-TZVPD basis)
H -1.75 -0.41 0.33
H 0.64 2.15 1.23
O 2.38 1.66 -2.14
H -2.51 -0.99 4.07
S -1.90 -0.42 3.05
H 3.20 1.83 -1.69
C 0.29 1.16 0.95
H -0.82 1.13 1.24
N 0.42 0.95 -0.49
C -0.03 -0.21 -0.97
H 0.75 0.38 1.50
C 0.20 -0.69 -2.25
O -0.20 -1.72 0.99
C -0.90 -1.07 -0.08
H -0.25 -1.66 -2.53
H 1.72 1.43 -1.44
H 0.78 -0.15 -2.91
H -1.33 -1.86 -0.71
H -0.67 -1.50 1.85
```

***

Version two
ORCA calculation (the ωB97M-V functional and the def2-TZVPD basis) on 2 unconnected molecules or ions with the total composition C4H11NO2S.

HOMO	-9.11	eV
LUMO	0.6	eV
SMILES	C[C@H](CS)NC=O.O

Structure (XYZ):
```
19
C4H11NO2S (the ωB97M-V functional and the def2-TZVPD basis)
C -0.18 -0.31 -2.28
H -0.78 -0.85 -3.04
C 0.56 0.47 0.93
H 0.44 -2.84 0.39
H 0.23 2.34 -0.58
H -2.49 2.14 0.00
C 0.86 -1.96 0.89
H 1.84 -2.14 1.36
H -0.46 0.39 1.32
H -1.96 3.16 1.00
H 1.83 -0.70 -0.53
S 0.97 2.21 0.54
N -0.14 -0.95 -1.08
H 0.33 -1.98 1.86
O -2.65 2.49 0.88
H 1.17 0.27 1.82
H -0.76 -1.74 -0.94
O 0.31 0.75 -2.55
C 0.87 -0.75 0.01
```

***

Ranked by calculated energy, most stable first: version two, version one.

***

Version one
ORCA calculation (the ωB97M-V functional and the def2-TZVPD basis) on C3H3NO3 in the gas phase.

HOMO	-8.17	eV
LUMO	0.8	eV
SMILES	ON=c1occo1

Structure (XYZ):
```
10
C3H3NO3 (the ωB97M-V functional and the def2-TZVPD basis)
O 2.54 0.31 -0.12
O -0.48 -1.15 0.07
O -0.08 1.06 0.05
C -1.43 0.82 0.00
N 1.64 -0.53 0.25
H -2.34 -1.32 -0.30
H -2.01 1.73 0.40
H 3.26 -0.27 -0.24
C 0.52 -0.16 -0.01
C -1.62 -0.48 -0.10
```

***

Version two
ORCA calculation (the ωB97M-V functional and the def2-TZVPD basis) on C3H3NO3 in the gas phase.

HOMO	-9.38	eV
LUMO	-0.4	eV
SMILES	O=c1ccn(O)o1

Structure (XYZ):
```
10
C3H3NO3 (the ωB97M-V functional and the def2-TZVPD basis)
H 1.16 1.97 -0.41
H -1.55 1.84 0.12
O -2.20 -0.42 -0.27
C 1.19 -0.01 -0.06
C -0.68 1.15 0.21
N -0.87 -0.16 0.39
C 0.66 1.20 -0.19
O 2.34 -0.56 0.03
H -2.26 -1.46 0.08
O 0.07 -0.92 -0.04
```

***

Version three
ORCA calculation (the ωB97M-V functional and the def2-TZVPD basis) on C3H3NO3 in the gas phase.

HOMO	-8.91	eV
LUMO	0.8	eV
SMILES	O=COc1co[nH]1

Structure (XYZ):
```
10
C3H3NO3 (the ωB97M-V functional and the def2-TZVPD basis)
C -1.16 -0.15 0.60
N -1.17 0.94 -1.07
H -1.16 0.60 -2.03
H -1.29 -0.47 1.62
O 1.11 0.34 -0.45
O 1.38 -0.99 1.36
H 2.87 -0.46 0.05
C -0.22 0.34 -0.22
C 1.83 -0.44 0.40
O -2.19 0.28 -0.25
```

***

Ranked by calculated energy, most stable first: version three, version one, version two.

***

Version one
ORCA calculation (the ωB97M-V functional and the def2-TZVPD basis) on C3H3NO3 in the gas phase.

HOMO	-9.74	eV
LUMO	-0.3	eV
SMILES	O=CC1=NOCO1

Structure (XYZ):
```
10
C3H3NO3 (the ωB97M-V functional and the def2-TZVPD basis)
C -0.23 0.30 -0.39
C 0.68 -1.09 1.00
O 0.61 0.25 0.65
C -0.61 1.61 -0.97
N -0.67 -0.81 -0.82
O -0.18 2.72 -0.68
O -0.06 -1.76 -0.03
H 0.12 -1.32 1.94
H 1.70 -1.41 1.08
H -1.36 1.52 -1.79
```

***

Version two
ORCA calculation (the ωB97M-V functional and the def2-TZVPD basis) on C3H3NO3 in the gas phase.

HOMO	-10.88	eV
LUMO	-0.7	eV
SMILES	[H]/N=C(/C=O)OC=O

Structure (XYZ):
```
10
C3H3NO3 (the ωB97M-V functional and the def2-TZVPD basis)
O 0.90 0.55 -0.26
O 2.90 -0.21 0.31
C 1.72 -0.38 0.34
H -2.36 -0.50 0.01
H 1.18 -1.21 0.81
C -0.47 0.49 -0.29
H -0.56 2.20 -1.09
O -0.87 -1.69 0.73
C -1.29 -0.68 0.20
N -1.15 1.43 -0.77
```

***

Ranked by calculated energy, most stable first: version two, version one.

***

Version one
ORCA calculation (the ωB97M-V functional and the def2-TZVPD basis) on C3H3NO3 in the gas phase.

HOMO	-9.38	eV
LUMO	0.2	eV

Structure (XYZ):
```
10
C3H3NO3 (the ωB97M-V functional and the def2-TZVPD basis)
O -1.58 -0.56 0.18
O 0.57 -0.79 -0.28
C -2.01 -0.14 1.36
O 2.21 0.80 -0.18
C -0.47 0.12 -0.30
H -2.90 -0.80 1.50
C 1.86 -0.34 -0.25
N -0.55 1.29 -0.71
H 0.35 1.65 -1.02
H 2.52 -1.22 -0.28
```

***

Version two
ORCA calculation (the ωB97M-V functional and the def2-TZVPD basis) on a molecular structure, C3H3NO3.

HOMO	-9.55	eV
LUMO	-0.7	eV

Structure (XYZ):
```
10
C3H3NO3 (the ωB97M-V functional and the def2-TZVPD basis)
O 1.59 0.09 1.16
O 0.58 -0.25 -0.84
C -1.39 -0.08 0.60
H -2.00 -0.77 1.44
O -1.06 -1.29 0.94
C -0.50 0.53 -0.45
C 1.52 -0.48 0.11
N -0.82 1.62 -1.00
H -0.13 1.88 -1.71
H 2.22 -1.25 -0.26
```

***

Version three
ORCA calculation (the ωB97M-V functional and the def2-TZVPD basis) on a molecular structure, C3H3NO3.

HOMO	-8.87	eV
LUMO	0.3	eV

Structure (XYZ):
```
10
C3H3NO3 (the ωB97M-V functional and the def2-TZVPD basis)
O -3.05 -0.57 -0.22
C 0.57 1.25 -0.54
H 1.81 0.34 0.68
N 1.52 -0.06 -0.19
O -0.96 -1.39 0.37
O -0.26 1.46 0.65
H 2.38 -0.25 -0.71
C -1.95 -0.79 0.10
C -0.85 0.82 -0.28
H 0.79 -0.82 0.13
```

***

Ranked by calculated energy, most stable first: version one, version two, version three.